Record 1
{"formula": "C31H43Cl2N2PRu", "method": "wB97M-V/def2-TZVPD", "symbols": ["P", "C", "C", "C", "C", "C", "C", "C", "C", "C", "C", "C", "C", "C", "C", "C", "C", "C", "C", "H", "H", "H", "H", "H", "H", "H", "H", "H", "H", "H", "H", "H", "H", "H", "H", "H", "H", "H", "H", "H", "H", "H", "H", "H", "H", "H", "H", "H", "H", "H", "H", "H", "Ru", "Cl", "Cl", "C", "H", "C", "C", "C", "C", "C", "C", "H", "H", "H", "H", "H", "N", "C", "C", "C", "C", "C", "N", "C", "H", "H", "H", "H"], "xyz": [[-0.17688, 0.65932, -0.59431], [-1.80898, 0.23632, -1.37831], [-2.27708, 1.08812, -2.57151], [-3.72278, 0.71662, -2.94171], [-3.86738, -0.77998, -3.24381], [-3.35618, -1.62988, -2.07401], [-1.90928, -1.25928, -1.72391], [1.21992, 0.09222, -1.67301], [1.13002, 0.51012, -3.14951], [2.44002, 0.17032, -3.87791], [2.78712, -1.31788, -3.73911], [2.84442, -1.73658, -2.26421], [1.53442, -1.40578, -1.53871], [-0.08618, 2.51372, -0.73681], [-1.23258, 3.16362, 0.05869], [-1.22498, 4.68822, -0.10431], [0.13032, 5.28592, 0.29319], [1.27342, 4.62612, -0.48541], [1.26932, 3.10112, -0.30901], [-2.49828, 0.41952, -0.54111], [-1.62308, 0.92562, -3.43711], [-2.23328, 2.15482, -2.33011], [-4.04908, 1.31302, -3.80261], [-4.37918, 0.98042, -2.10101], [-4.91398, -1.02208, -3.46441], [-3.28708, -1.02408, -4.14571], [-3.98898, -1.46258, -1.19191], [-3.41998, -2.69678, -2.32081], [-1.55088, -1.86838, -0.88791], [-1.26478, -1.48108, -2.58471], [2.06962, 0.61422, -1.21171], [3.25212, 0.77332, -3.44761], [0.91762, 1.58152, -3.24261], [0.30162, -0.02458, -3.63161], [2.36112, 0.44842, -4.93621], [3.74142, -1.53068, -4.23591], [2.02012, -1.91478, -4.25421], [3.05502, -2.80948, -2.17861], [3.66722, -1.20718, -1.76401], [1.61562, -1.65868, -0.48091], [0.72262, -2.00898, -1.96051], [-0.22878, 2.74382, -1.80211], [-2.19978, 2.74592, -0.23871], [-1.11818, 2.90482, 1.11989], [-1.43918, 4.94032, -1.15311], [-2.02948, 5.12812, 0.49779], [0.29392, 5.12642, 1.36719], [0.13162, 6.37052, 0.12989], [2.23952, 5.03102, -0.16081], [1.17052, 4.86512, -1.55401], [2.08102, 2.66462, -0.89921], [1.47232, 2.83802, 0.73569], [-0.04448, 0.00742, 1.69159], [2.34302, 0.24042, 1.50339], [-2.42278, 0.34022, 1.92519], [-0.39648, -1.78428, 1.42739], [-1.45638, -2.00288, 1.21719], [0.39752, -3.00718, 1.45359], [1.80572, -3.05128, 1.50049], [2.47352, -4.26908, 1.50799], [1.75842, -5.47098, 1.48059], [0.36292, -5.44818, 1.43759], [-0.30808, -4.22978, 1.41919], [2.35302, -2.11418, 1.51859], [3.55952, -4.28558, 1.53919], [-0.19818, -6.37828, 1.41559], [-1.39448, -4.20398, 1.38029], [2.28712, -6.42018, 1.49189], [2.95482, 0.01462, 7.85459], [2.12832, -0.01028, 7.05209], [1.08592, -0.04068, 6.09939], [-0.23618, -0.00418, 6.60219], [-1.26148, -0.03188, 5.73889], [-0.95848, -0.08918, 4.42579], [0.31042, -0.06408, 3.83759], [1.35842, -0.07288, 4.68869], [-0.52928, 0.03922, 7.64189], [-2.32158, -0.00538, 6.04419], [-1.86108, -0.15648, 3.97699], [2.35462, -0.08388, 4.29049]], "atomic_forces_ev_per_a": [[-0.11, -0.26, -1.40], [-0.01, 0.03, -0.01], [-0.03, -0.03, 0.04], [0.08, -0.06, -0.02], [0.02, 0.03, 0.08], [0.06, 0.07, -0.09], [-0.07, 0.01, 0.02], [-0.02, -0.02, 0.05], [0.07, -0.02, 0.05], [-0.05, -0.07, 0.05], [-0.02, 0.06, 0.07], [-0.08, 0.03, -0.06], [0.04, 0.08, -0.04], [-0.06, -0.11, 0.25], [0.09, 0.05, 0.02], [0.05, -0.03, 0.04], [-0.02, -0.06, -0.07], [-0.05, -0.04, 0.06], [-0.07, 0.06, -0.08], [0.06, -0.03, -0.22], [-0.09, 0.01, 0.09], [-0.01, -0.11, -0.07], [0.04, -0.08, 0.13], [0.06, -0.03, -0.09], [0.15, 0.04, 0.03], [-0.07, 0.03, 0.11], [0.06, -0.02, -0.09], [0.01, 0.16, 0.04], [-0.01, 0.04, -0.14], [-0.07, 0.03, 0.07], [-0.05, -0.04, -0.10], [-0.09, -0.07, -0.05], [0.03, -0.11, -0.02], [0.10, 0.03, 0.04], [0.01, -0.03, 0.15], [-0.14, 0.03, 0.07], [0.09, 0.07, 0.06], [-0.04, 0.16, 0.00], [-0.07, -0.05, -0.05], [-0.02, -0.03, -0.22], [0.07, 0.04, 0.05], [-0.01, -0.08, 0.11], [0.09, 0.08, 0.04], [-0.01, 0.08, -0.06], [0.03, -0.03, 0.11], [0.12, -0.07, -0.10], [-0.03, 0.01, -0.08], [0.00, -0.16, 0.02], [-0.14, -0.06, -0.05], [0.01, -0.03, 0.12], [-0.07, 0.04, 0.08], [-0.01, 0.07, -0.08], [1.05, 2.92, -0.15], [0.66, 0.77, 0.15], [-1.02, 1.00, -0.42], [-0.50, -4.48, -0.70], [0.41, 0.28, 0.26], [-0.40, 0.98, -0.10], [0.16, -0.27, 0.12], [-0.30, 0.01, 0.03], [0.09, 0.02, 0.00], [0.00, 0.43, 0.00], [0.14, -0.48, -0.03], [0.00, -0.32, 0.04], [-0.13, 0.00, -0.01], [0.06, 0.13, 0.00], [0.12, -0.04, 0.01], [-0.07, 0.13, -0.01], [-0.28, 0.00, -0.30], [1.17, -0.04, 0.67], [-0.82, 0.07, -0.93], [1.54, 0.07, 1.07], [-0.74, 0.11, 0.27], [2.95, 0.02, 0.62], [-2.07, -0.82, 2.35], [-2.25, 0.22, 1.26], [0.92, 0.00, 0.35], [0.78, -0.09, -0.14], [-1.54, -0.23, -3.09], [0.23, 0.01, -0.22]], "homo_lumo_gap_ev": [5.58, 7.50], "homo_energy_ev": [-6.2, -8.7], "e_lumo_ev": [-0.65, -1.25], "multiplicity": 5}

Record 2
{"formula": "C31H43I2MoN8", "method": "wB97M-V/def2-TZVPD", "symbols": ["Mo", "C", "N", "C", "C", "N", "C", "C", "C", "C", "C", "C", "N", "C", "N", "C", "C", "C", "C", "C", "C", "N", "H", "H", "H", "H", "H", "H", "H", "H", "H", "H", "H", "H", "H", "H", "H", "I", "C", "I", "H", "H", "N", "C", "C", "N", "H", "H", "H", "H", "H", "H", "H", "H", "H", "C", "C", "C", "C", "C", "C", "C", "C", "C", "C", "C", "C", "N", "H", "H", "H", "H", "H", "H", "H", "H", "H", "H", "H", "H", "H", "H", "H", "H", "H"], "xyz": [[0.13743, 0.68686, 0.33450], [0.59920, 3.03482, -1.57258], [-0.52633, 2.09107, -1.38208], [-1.81487, 2.77094, -1.11298], [-2.58278, 1.99335, -0.09435], [-1.99687, 1.14320, 0.72613], [-3.01648, 0.62846, 1.53751], [-2.98267, -0.30647, 2.56961], [-4.17671, -0.59989, 3.19534], [-5.38354, 0.01111, 2.81062], [-5.42966, 0.93218, 1.78480], [-4.22022, 1.21802, 1.16338], [-3.90331, 2.07908, 0.11326], [0.97519, 3.51628, -0.20821], [0.62617, 2.82173, 0.85879], [1.05424, 3.57785, 1.95872], [0.83509, 3.40365, 3.32421], [1.37631, 4.34589, 4.17218], [2.11488, 5.44052, 3.68646], [2.29435, 5.64812, 2.33491], [1.72803, 4.69993, 1.48991], [1.65157, 4.62964, 0.09742], [1.42669, 2.48735, -2.03272], [0.33260, 3.86802, -2.23025], [-0.61891, 1.51914, -2.21996], [-1.61619, 3.77168, -0.71871], [-2.39429, 2.88968, -2.03219], [-2.06042, -0.77341, 2.89264], [-4.18767, -1.30673, 4.01329], [-6.29258, -0.23924, 3.33708], [-6.35529, 1.40498, 1.49057], [-4.54465, 2.67599, -0.38732], [0.22027, 2.59585, 3.70204], [1.21746, 4.25739, 5.23797], [2.52545, 6.15172, 4.38776], [2.81950, 6.51491, 1.96140], [2.00267, 5.31044, -0.55807], [0.90007, -0.34866, 2.87153], [2.66506, 0.45781, 3.83382], [4.08650, 1.45166, 2.68835], [3.08881, -0.43309, 4.28073], [2.24171, 1.13120, 4.56798], [-1.44308, -6.04053, -0.06126], [-0.10190, -5.43138, 0.30215], [-0.03296, -3.93947, 0.00023], [-0.79813, -3.03948, 0.83842], [-1.46718, -7.04478, 0.15015], [-1.64283, -5.93451, -1.06149], [-2.20855, -5.60253, 0.46132], [0.64174, -5.98348, -0.27001], [0.04071, -5.64608, 1.36148], [-0.28795, -3.74497, -1.04492], [1.02552, -3.67888, 0.08923], [-0.61546, -3.17272, 1.82628], [-1.79823, -3.03128, 0.68795], [-2.16723, -1.14228, -1.89730], [-1.24169, -1.27174, -3.10943], [-1.27354, -0.03436, -4.02209], [0.21758, -1.68236, -2.91252], [0.70633, -2.52998, -3.90405], [2.04656, -2.86476, -3.98293], [2.93107, -2.32915, -3.06576], [2.50758, -1.47700, -2.05008], [3.56795, -0.97786, -1.09703], [3.48186, -1.71510, 0.23825], [3.65590, 0.54066, -0.97370], [1.13884, -1.18610, -1.96661], [0.66698, -0.36176, -0.91937], [-3.08145, -0.62375, -2.18487], [-1.72958, -0.62585, -1.04410], [-2.47708, -2.12815, -1.54408], [-1.66874, -2.08597, -3.70018], [-0.53380, 0.71811, -3.73163], [-2.26133, 0.42338, -4.04970], [-1.00456, -0.29964, -5.04419], [0.01601, -2.91352, -4.64466], [2.40204, -3.51696, -4.76780], [3.98403, -2.56701, -3.13829], [4.51145, -1.28599, -1.55318], [2.50026, -1.59135, 0.69929], [4.23301, -1.35485, 0.93749], [3.65218, -2.78227, 0.09196], [2.86388, 0.97662, -0.34568], [3.62289, 1.01149, -1.95813], [4.60508, 0.81461, -0.51265]], "atomic_forces_ev_per_a": [[-0.37, 0.63, -0.95], [0.00, 0.01, -0.07], [0.10, -0.01, 0.13], [-0.04, 0.04, -0.01], [0.07, 0.09, -0.08], [-0.04, 0.08, 0.17], [0.10, -0.07, -0.01], [-0.01, -0.03, 0.03], [-0.07, 0.02, -0.01], [0.09, 0.00, -0.01], [0.05, -0.07, 0.05], [-0.12, 0.13, -0.10], [0.09, -0.07, 0.08], [0.14, -0.12, -0.15], [-0.05, 0.15, 0.19], [-0.11, -0.13, 0.03], [-0.01, -0.03, 0.00], [0.08, 0.05, 0.02], [-0.03, -0.06, -0.02], [-0.10, -0.04, 0.05], [0.13, 0.16, -0.12], [-0.10, -0.05, 0.14], [-0.02, 0.03, 0.02], [0.01, -0.04, 0.02], [-0.02, 0.09, 0.18], [-0.01, -0.06, -0.01], [0.03, 0.00, 0.02], [-0.02, 0.03, -0.04], [-0.01, -0.01, 0.02], [-0.03, -0.02, 0.02], [-0.03, 0.02, -0.01], [0.00, -0.02, 0.02], [0.04, -0.01, -0.02], [0.00, 0.01, 0.02], [0.01, 0.02, 0.04], [0.04, 0.02, -0.02], [0.01, 0.03, 0.00], [-0.15, -0.21, -0.13], [-0.13, 0.02, 0.12], [0.06, 0.09, -0.12], [0.06, 0.04, 0.06], [0.07, 0.02, 0.07], [-0.11, -0.03, -0.03], [-0.10, -0.17, 0.05], [0.13, 0.11, -0.08], [-0.10, -0.08, 0.34], [0.02, 0.12, -0.02], [0.02, -0.01, 0.11], [0.09, -0.03, -0.06], [0.02, 0.02, -0.01], [0.04, 0.05, -0.03], [0.01, -0.05, -0.04], [-0.03, 0.02, -0.03], [0.00, -0.03, -0.02], [0.00, -0.01, -0.12], [0.10, -0.08, 0.21], [0.01, 0.00, 0.00], [0.08, 0.03, -0.04], [-0.09, -0.25, -0.28], [0.00, -0.03, 0.10], [-0.03, 0.03, 0.04], [-0.02, -0.02, 0.03], [0.21, -0.21, -0.16], [0.11, -0.04, -0.03], [-0.11, -0.01, 0.07], [-0.13, 0.22, 0.18], [-0.85, 0.79, 0.07], [0.88, -0.96, 0.64], [-0.07, 0.01, -0.04], [-0.09, -0.07, -0.19], [0.05, -0.04, 0.04], [-0.04, 0.10, -0.04], [0.03, -0.01, -0.03], [-0.08, 0.01, -0.01], [0.01, -0.01, 0.01], [0.00, -0.01, -0.04], [0.01, -0.02, -0.03], [0.03, -0.01, 0.00], [0.01, 0.04, 0.02], [0.01, 0.02, -0.02], [0.09, 0.05, 0.05], [0.01, -0.04, -0.02], [0.16, -0.14, -0.14], [-0.01, -0.01, -0.02], [0.01, 0.00, -0.01]], "homo_lumo_gap_ev": [7.47, 7.23], "homo_energy_ev": [-15.2, -15.6], "e_lumo_ev": [-7.70, -8.41], "charge": 3, "relative_energy_kj_mol": 12.8, "multiplicity": 3}

| no. | E_tot (Ha) |
| --- | --- |
| 1 | -2673.138602 |
| 2 | -2307.902002 |